Record 1
Density functional theory data (the ωB97M-V functional and the def2-TZVPD basis) for the molecule C18H26N6O3.

E_HOMO	-7.701	eV
2S+1	1
DFT total energy	-1255.787575	Eh
molecular weight	374.44	g mol⁻¹
SMILES	CCOc1ccc(Nc2nc(NCCN3CCOCC3)nc(OC)n2)cc1
orbital gap	8.46	eV

Last column: Löwdin charge in e.
Cartesian coordinates (Å):
C -7.440 -3.589 0.062  -0.0666
C -6.871 -2.191 -0.127  -0.2707
O -5.485 -2.252 0.144  -0.0570
C -4.743 -1.114 0.043  -0.2764
C -3.383 -1.245 0.326  0.0027
C -2.533 -0.163 0.257  -0.0161
C -3.025 1.091 -0.100  -0.2355
N -2.225 2.226 -0.190  0.1269
C -0.904 2.401 0.030  -0.3629
N -0.119 1.397 0.392  0.1776
C 1.167 1.722 0.576  -0.3886
N 1.974 0.731 0.985  0.0583
C 3.402 0.874 1.096  -0.1615
C 4.174 0.321 -0.114  -0.1795
N 4.684 -1.020 0.117  -0.1812
C 3.641 -2.029 0.177  -0.1699
C 4.269 -3.390 0.487  -0.1976
O 5.231 -3.751 -0.472  -0.1313
C 6.240 -2.772 -0.540  -0.1995
C 5.661 -1.402 -0.891  -0.1765
N 1.681 2.941 0.410  0.2017
C 0.803 3.865 0.048  -0.4305
O 1.304 5.085 -0.115  -0.0276
C 0.387 6.091 -0.498  -0.0796
N -0.489 3.665 -0.156  0.1826
C -4.381 1.222 -0.382  -0.0269
C -5.236 0.136 -0.313  -0.0240
H -8.508 -3.584 -0.137  0.0747
H -7.267 -3.924 1.080  0.0770
H -6.952 -4.282 -0.618  0.0770
H -7.360 -1.487 0.561  0.1247
H -7.040 -1.849 -1.158  0.1247
H -3.011 -2.219 0.602  0.1174
H -1.485 -0.267 0.478  0.0800
H -2.693 3.082 -0.458  0.1460
H 1.553 -0.183 1.020  0.1260
H 3.582 1.946 1.181  0.1070
H 3.752 0.371 2.000  0.1242
H 3.526 0.371 -1.006  0.1298
H 5.040 0.961 -0.295  0.1181
H 2.945 -1.781 0.979  0.1094
H 3.085 -2.092 -0.776  0.1351
H 3.510 -4.175 0.474  0.1260
H 4.735 -3.347 1.483  0.1278
H 6.940 -3.103 -1.309  0.1250
H 6.760 -2.705 0.427  0.1266
H 6.464 -0.662 -0.902  0.1233
H 5.207 -1.449 -1.897  0.1314
H 0.968 7.007 -0.579  0.0899
H -0.399 6.203 0.252  0.0883
H -0.077 5.847 -1.457  0.0881
H -4.779 2.188 -0.660  0.1100
H -6.280 0.282 -0.539  0.1021

Forces on atoms 1 to 2 (eV/Å):
0.3 0.4 0.0
-0.3 -0.1 0.0

Record 2
Density functional theory data (the ωB97M-V functional and the def2-TZVPD basis) for a structure of composition C18H26NO8P2Re at a distorted geometry.

⟨S²⟩	3.9056
E_HOMO (spin up / spin down)	-10.592 / -10.737	eV
2S+1	4
total charge	+1
DFT total energy	-2119.041541	Eh
molecular weight	632.56	g mol⁻¹
orbital gap (spin up / spin down)	7.17 / 6.81	eV

Last column: Mulliken spin population.
Cartesian coordinates (Å):
Re -0.048 0.754 -0.306  2.9671
O 0.059 2.942 -0.402  0.0622
C -0.816 3.552 -1.464  0.0150
C -1.953 2.624 -1.683  0.0547
C -3.061 2.798 -2.563  -0.0241
C -4.017 1.826 -2.836  0.0487
C -3.851 0.560 -2.174  -0.0183
C -2.706 0.353 -1.433  0.0381
N -1.770 1.328 -1.193  -0.0039
H 0.933 3.339 -0.509  0.0008
H -0.286 3.755 -2.399  0.0074
H -1.079 4.527 -1.082  0.0030
H -3.190 3.748 -2.972  -0.0001
H -4.836 2.025 -3.506  0.0020
H -4.552 -0.313 -2.186  -0.0008
H -2.419 -0.580 -0.929  -0.0017
C 0.539 -2.350 -2.184  0.0848
C 1.833 -1.547 -2.498  0.0028
O 2.610 -2.410 -3.335  0.0004
P 1.307 0.006 -3.386  -0.0143
O 0.388 -0.249 -4.607  -0.0001
O 2.726 0.477 -3.931  0.0017
O 0.600 0.936 -2.438  -0.0040
P 2.736 -0.881 -0.988  0.0509
O 3.018 -2.066 0.067  -0.0023
O 3.891 -0.133 -1.516  0.0028
O 1.811 0.060 -0.109  0.1057
H -0.348 -1.648 -2.188  -0.0234
H 0.666 -2.818 -1.183  -0.0120
H 0.351 -3.089 -2.962  0.0026
H 3.535 -2.078 -3.367  0.0002
H 0.741 0.105 -5.477  0.0003
H 3.352 0.536 -3.101  -0.0006
H 3.720 -2.581 -0.244  0.0005
C -2.072 0.151 3.551  -0.0177
C -0.679 0.382 2.986  -0.0261
C -0.111 1.647 3.691  -0.0020
C -0.900 0.620 1.401  -0.3376
C 0.250 -0.836 3.134  -0.0222
C 1.618 -0.684 3.419  -0.0066
C 2.410 -1.814 3.594  -0.0024
C 1.864 -3.077 3.341  0.0021
C 0.479 -3.238 3.032  -0.0002
C -0.302 -2.107 2.862  0.0016
H -2.680 1.073 3.760  0.0018
H -1.960 -0.413 4.524  -0.0021
H -2.687 -0.484 2.843  0.0031
H -0.886 2.423 3.505  -0.0023
H 0.734 2.062 3.145  0.0010
H 0.125 1.513 4.778  -0.0010
H -1.856 1.206 1.468  0.0639
H 2.058 0.282 3.370  0.0016
H 3.497 -1.771 3.875  0.0001
H 2.474 -3.975 3.320  0.0002
H 0.104 -4.277 2.859  0.0001
H -1.361 -2.190 2.626  -0.0012

Forces on atoms 1 to 2 (eV/Å):
0.6 -2.2 0.9
-0.4 2.0 -1.8

Record 3
Density functional theory data (the ωB97M-V functional and the def2-TZVPD basis) for a cluster of 7 separate species, C18H26O28S6 in total at a distorted geometry.

E_HOMO	-2.652	eV
2S+1	1
total charge	-2
DFT total energy	-5197.262196	Eh
molecular weight	882.78	g mol⁻¹
orbital gap	6.35	eV

Last column: Löwdin charge in e.
Cartesian coordinates (Å):
C -10.313 -3.483 22.139  -0.0029
C -10.271 -4.789 21.691  -0.3443
C -9.773 -5.869 22.624  -0.3790
O -9.647 -7.073 22.241  -0.0367
C -9.494 -5.615 23.962  -0.0459
C -9.516 -4.275 24.467  -0.3577
C -9.760 -3.150 23.429  -0.3348
O -9.406 -2.016 23.754  -0.0114
O -9.214 -3.946 25.634  -0.0474
O -10.799 -5.054 20.561  -0.0863
H -10.596 -2.713 21.434  0.0565
H -9.092 -6.362 24.633  0.1003
C -6.517 -5.775 27.030  -0.1451
C -7.567 -5.455 28.106  -0.1963
O -7.753 -6.644 28.836  -0.1917
S -6.426 -7.616 28.719  0.6638
O -6.935 -8.957 28.794  -0.2401
O -5.326 -7.217 29.532  -0.2365
O -6.242 -7.184 27.157  -0.2037
H -5.581 -5.302 27.335  0.1185
H -6.840 -5.488 26.033  0.1266
H -8.550 -5.265 27.663  0.1122
H -7.367 -4.507 28.613  0.1282
C -10.550 -1.322 26.368  -0.1516
C -9.126 -1.324 26.895  -0.2001
O -9.006 -0.095 27.600  -0.2048
S -10.379 0.076 28.499  0.6493
O -10.706 1.461 28.618  -0.2496
O -10.288 -0.716 29.694  -0.2512
O -11.309 -0.635 27.385  -0.2055
H -11.023 -2.284 26.200  0.1262
H -10.676 -0.745 25.452  0.1047
H -8.361 -1.357 26.125  0.1254
H -8.927 -2.150 27.583  0.1167
C -10.028 1.803 22.681  -0.1385
C -10.599 0.417 22.375  -0.1457
O -11.603 0.631 21.379  -0.2188
S -11.912 2.172 21.067  0.6221
O -13.320 2.472 21.186  -0.2452
O -11.263 2.600 19.864  -0.2411
O -11.122 2.683 22.366  -0.2097
H -9.219 2.144 22.035  0.1274
H -9.718 1.827 23.723  0.1318
H -11.094 -0.060 23.213  0.1192
H -9.885 -0.194 21.830  0.1261
C -12.379 -8.421 24.500  -0.0962
C -12.255 -6.980 24.924  -0.1804
O -13.371 -6.636 25.738  -0.1875
S -14.656 -7.571 25.335  0.6455
O -15.554 -6.788 24.527  -0.2510
O -15.212 -8.152 26.535  -0.2654
O -13.828 -8.657 24.493  -0.2178
H -12.075 -9.151 25.254  0.1299
H -12.004 -8.690 23.517  0.1362
H -12.363 -6.305 24.074  0.1122
H -11.331 -6.776 25.459  0.1246
C -14.961 -4.906 20.730  -0.1700
C -13.811 -4.862 21.731  -0.1686
O -13.493 -6.205 21.998  -0.2089
S -14.110 -7.235 20.892  0.6581
O -15.286 -7.882 21.414  -0.2425
O -13.097 -8.012 20.254  -0.2090
O -14.584 -6.012 19.938  -0.1893
H -15.017 -3.976 20.161  0.1320
H -15.972 -4.979 21.139  0.1288
H -14.101 -4.418 22.689  0.1416
H -12.920 -4.321 21.398  0.0875
C -10.404 -2.825 19.085  -0.1149
C -11.854 -3.080 19.534  -0.2136
O -12.608 -2.638 18.415  -0.1963
S -11.961 -1.288 17.796  0.6456
O -12.214 -0.158 18.636  -0.2409
O -12.402 -1.191 16.428  -0.2571
O -10.439 -1.817 18.009  -0.2169
H -9.830 -3.672 18.724  0.1333
H -9.839 -2.231 19.804  0.1138
H -12.118 -2.536 20.443  0.1152
H -12.010 -4.135 19.745  0.0885

Forces on atoms 1 to 2 (eV/Å):
1.0 0.4 1.8
-1.9 0.2 -1.4

Record 4
Density functional theory data (the ωB97M-V functional and the def2-TZVPD basis) for a structure of composition C18H27As2Cl3F9GeN3O6PbSTe.

E_HOMO	-9.614	eV
2S+1	1
DFT total energy	-11005.020686	Eh
molecular weight	1248.09	g mol⁻¹
orbital gap	9.00	eV

Last column: Löwdin charge in e.
Cartesian coordinates (Å):
Pb 1.932 0.585 0.209  1.3874
O 3.645 -0.455 4.290  -0.2140
As 3.672 -1.420 2.842  0.8709
O 5.059 -2.237 2.671  -0.4337
O 3.276 -0.366 1.576  -0.6692
C 2.245 -2.746 3.080  -0.2302
C 2.728 -4.020 3.351  -0.0744
C 1.855 -5.070 3.614  -0.0559
C 0.487 -4.858 3.615  -0.0590
C -0.015 -3.595 3.334  -0.0495
C 0.861 -2.559 3.063  -0.2625
S 0.226 -0.970 2.634  0.4729
O 0.973 0.013 3.360  -0.2883
O -1.226 -0.979 2.889  -0.4825
O 0.403 -0.880 1.153  -0.5837
H 2.819 0.054 4.307  0.0265
H 3.801 -4.171 3.354  0.1020
H 2.251 -6.054 3.829  0.1104
H -0.193 -5.670 3.836  0.1101
H -1.080 -3.405 3.338  0.1034
C -2.223 5.383 -1.859  -0.0406
C -1.528 4.385 -2.779  -0.6015
C -2.309 4.244 -4.081  -0.0786
C -0.103 4.858 -3.045  -0.0500
N -1.438 3.009 -2.126  -0.2464
N -2.507 2.621 -1.261  -0.0298
H -2.174 6.365 -2.329  0.0950
H -1.734 5.451 -0.890  0.0751
H -3.275 5.146 -1.702  0.0856
H -2.490 5.232 -4.505  0.0947
H -3.282 3.773 -3.920  0.0793
H -1.756 3.663 -4.822  0.0537
H -0.137 5.832 -3.534  0.0952
H 0.442 4.171 -3.686  0.0158
H 0.443 4.980 -2.106  0.0954
H -0.594 2.970 -1.556  0.1055
H -3.372 2.621 -1.791  0.0484
H -2.589 3.265 -0.479  0.0590
F -0.174 2.141 1.327  -0.3980
As -0.964 3.327 2.394  0.7212
F -2.499 2.913 1.622  -0.3138
F -0.714 4.485 1.108  -0.2601
F -1.754 4.512 3.347  -0.2209
F 0.573 3.697 3.061  -0.2211
F -1.262 2.089 3.547  -0.2292
C -3.996 -0.089 2.645  -0.3268
Te -2.594 -0.168 1.081  1.4399
C -2.773 -2.243 0.737  -0.3240
H -4.813 -0.759 2.392  0.0205
H -4.336 0.941 2.713  0.0239
H -3.486 -0.384 3.558  0.0250
H -2.831 -2.729 1.706  0.0181
H -1.889 -2.571 0.194  0.0192
H -3.674 -2.405 0.154  0.0071
F 3.509 -5.872 -3.003  0.1510
C 3.131 -4.790 -3.693  -0.5888
F 1.996 -5.099 -4.342  0.1546
F 4.067 -4.547 -4.622  0.1544
C 2.926 -3.590 -2.801  -0.0889
C 2.873 -3.724 -1.426  0.0458
C 2.659 -2.585 -0.668  -0.0829
N 2.501 -1.383 -1.216  -0.0623
C 2.547 -1.262 -2.545  -0.1411
C 2.764 -2.340 -3.378  0.0320
H 3.003 -4.681 -0.945  0.1296
H 2.622 -2.634 0.411  0.0905
H 2.389 -0.271 -2.954  0.0654
H 2.800 -2.203 -4.450  0.1344
Cl -4.373 0.263 -0.469  0.0036
Ge -1.405 1.253 -3.392  0.4450
Cl -0.575 -0.117 -1.728  -0.0405
Cl 0.660 1.657 -4.239  -0.0193

Forces on atoms 1 to 2 (eV/Å):
0.1 0.2 0.2
0.0 0.0 0.0

Record 5
Density functional theory data (the ωB97M-V functional and the def2-TZVPD basis) for a cluster of 3 separate species, C18H27BrINO6P in total at a distorted geometry.

E_HOMO	-11.709	eV
2S+1	1
total charge	+1
DFT total energy	-4420.921330	Eh
molecular weight	591.20	g mol⁻¹
orbital gap	6.85	eV

Last column: Löwdin charge in e.
Cartesian coordinates (Å):
C 2.437 0.139 2.492  0.0144
C 1.874 1.511 1.903  -0.3723
O 2.202 2.582 2.496  0.0570
O 1.066 1.664 0.731  -0.0435
C -0.112 0.831 0.756  -0.1165
C -1.479 1.633 0.987  -0.0332
C -2.797 0.883 0.555  0.0896
C -4.199 1.512 0.753  -0.0945
C -5.481 0.667 0.308  -0.1311
C -6.546 0.554 1.533  -0.7379
O -6.969 1.565 2.148  -0.0589
I -7.268 -1.407 2.214  0.8071
C -4.250 2.942 1.403  0.0402
C -2.882 3.610 1.791  -0.3189
P -2.839 5.337 2.618  0.6012
O -2.349 4.962 4.244  -0.3696
Br -4.950 6.218 2.679  0.2730
N -1.595 2.940 1.572  0.0958
H 1.776 -0.765 2.207  0.0819
H 2.345 0.220 3.643  0.1141
H 3.511 -0.110 2.198  0.0913
H -0.092 -0.020 1.516  0.1437
H -0.200 0.360 -0.299  0.1385
H -2.706 -0.170 0.090  0.1309
H -5.973 1.041 -0.663  0.1511
H -5.106 -0.410 0.122  0.1022
H -5.257 3.434 1.597  0.0800
H -2.424 3.981 4.351  0.0555
H -0.729 3.437 1.874  0.1645
C -0.427 -3.044 -3.307  -0.1677
C -0.359 -1.856 -4.241  -0.1680
C -0.929 -0.745 -3.382  -0.1975
O -0.596 -1.061 -2.021  -0.1880
C -0.110 -2.411 -1.967  -0.1983
H 0.261 -3.850 -3.570  0.1214
H -1.444 -3.451 -3.297  0.1198
H 0.685 -1.639 -4.489  0.1206
H -0.909 -1.998 -5.173  0.1213
H -2.021 -0.703 -3.459  0.1177
H -0.524 0.235 -3.641  0.1213
H 0.971 -2.371 -1.793  0.1103
H -0.578 -2.938 -1.132  0.1191
C 6.056 -1.722 -1.044  -0.1715
C 4.612 -2.023 -1.375  -0.1807
C 4.045 -2.384 -0.017  -0.2065
O 4.788 -1.636 0.956  -0.1674
C 5.938 -1.062 0.314  -0.1954
H 6.554 -1.091 -1.782  0.1193
H 6.620 -2.657 -0.957  0.1208
H 4.123 -1.120 -1.757  0.1147
H 4.486 -2.817 -2.114  0.1164
H 4.184 -3.448 0.202  0.1226
H 2.982 -2.146 0.071  0.0989
H 5.764 0.016 0.218  0.1186
H 6.822 -1.218 0.936  0.1226

Forces on atoms 1 to 2 (eV/Å):
-1.5 -0.6 0.2
2.1 3.7 2.7

Record 6
Density functional theory data (the ωB97M-V functional and the def2-TZVPD basis) for a cluster of 6 separate species, C18H27Cl10N2O4P in total at a distorted geometry.

E_HOMO	-8.926	eV
2S+1	1
DFT total energy	-6055.930402	Eh
molecular weight	720.93	g mol⁻¹
SMILES	N=P(O)(O)N1C(=O)c2ccccc2C1=O.ClCCCl.ClCCCl.ClCCCl.ClCCCl.ClCCCl
orbital gap	9.00	eV

Last column: Löwdin charge in e.
Cartesian coordinates (Å):
N 1.590 -1.901 -2.233  -0.1344
P 0.210 -1.254 -1.946  0.4366
O 0.240 0.336 -1.992  -0.1468
O -0.453 -1.700 -0.554  -0.1309
N -0.982 -1.557 -3.104  0.0065
C -1.745 -0.320 -3.450  -0.3728
O -1.498 0.383 -4.377  0.1693
C -2.883 -0.279 -2.490  -0.0911
C -3.667 0.775 -2.069  -0.0056
C -4.665 0.485 -1.157  -0.0615
C -4.889 -0.826 -0.711  -0.0501
C -4.101 -1.877 -1.148  0.0055
C -3.089 -1.574 -2.030  -0.1083
C -2.063 -2.458 -2.649  -0.3711
O -2.069 -3.637 -2.821  0.1663
H 1.879 -2.529 -1.491  -0.0431
H 0.806 0.638 -1.260  -0.0106
H 0.229 -1.791 0.126  0.0099
H -3.478 1.781 -2.424  0.0367
H -5.286 1.284 -0.774  0.0840
H -5.680 -1.018 0.002  0.1063
H -4.251 -2.890 -0.803  0.1254
Cl 1.721 -0.825 2.782  0.5000
C 3.061 0.331 2.592  -0.6555
C 2.765 1.332 1.511  -0.6097
Cl 2.721 0.549 -0.092  0.6433
H 3.961 -0.240 2.376  0.0749
H 3.191 0.840 3.546  0.0335
H 3.540 2.096 1.480  0.0834
H 1.806 1.818 1.672  0.0520
Cl 1.863 -3.569 1.290  0.5625
C 1.876 -5.174 2.070  -0.6334
C 3.273 -5.615 2.421  -0.6669
Cl 4.253 -5.962 0.974  0.5456
H 1.392 -5.879 1.399  0.0721
H 1.281 -5.089 2.978  0.0754
H 3.227 -6.533 3.004  0.0729
H 3.792 -4.856 3.001  0.0673
Cl 4.082 2.162 -2.636  0.5002
C 3.455 0.759 -3.558  -0.6692
C 4.535 0.064 -4.340  -0.6575
Cl 5.161 1.064 -5.682  0.5221
H 2.660 1.120 -4.206  0.0736
H 3.027 0.057 -2.842  0.0017
H 4.129 -0.844 -4.780  0.0756
H 5.377 -0.200 -3.705  0.0676
Cl 2.339 0.080 6.190  0.5564
C 1.473 1.556 6.695  -0.6485
C 0.130 1.691 6.025  -0.6462
Cl 0.269 2.009 4.276  0.5589
H 2.111 2.409 6.476  0.0692
H 1.337 1.491 7.773  0.0727
H -0.408 2.532 6.457  0.0733
H -0.468 0.792 6.151  0.0710
Cl -3.838 4.087 -3.214  0.5971
C -5.016 4.897 -2.148  -0.6437
C -4.405 5.300 -0.831  -0.6548
Cl -3.988 3.890 0.177  0.5592
H -5.858 4.224 -2.010  0.0691
H -5.362 5.785 -2.674  0.0730
H -5.119 5.897 -0.267  0.0725
H -3.500 5.882 -0.978  0.0689

Forces on atoms 1 to 2 (eV/Å):
-0.4 0.3 0.5
1.7 -1.1 -0.6

Question: Look up the DFT total energy of the sixth one.
Answer: -6055.930402 Eh